[1]
{"formula": "C23H21N3O2S", "method": "ωB97M-V/def2-TZVPD", "species": ["O", "C", "C", "C", "C", "C", "N", "N", "C", "O", "C", "C", "C", "C", "C", "S", "C", "C", "C", "C", "C", "C", "C", "C", "N", "C", "C", "C", "C", "H", "H", "H", "H", "H", "H", "H", "H", "H", "H", "H", "H", "H", "H", "H", "H", "H", "H", "H", "H", "H"], "positions_angstrom": [[-1.424, 1.259, 3.440], [-0.473, 0.539, 3.583], [0.955, 1.013, 3.470], [1.963, -0.070, 3.834], [1.734, -1.301, 2.961], [0.282, -1.690, 2.930], [-0.285, -2.542, 2.179], [0.415, -3.201, 1.183], [0.963, -2.679, 0.050], [1.442, -3.415, -0.792], [0.913, -1.197, -0.098], [2.052, -0.510, -0.514], [2.006, 0.854, -0.713], [0.823, 1.558, -0.511], [0.736, 3.004, -0.842], [0.516, 3.222, -2.667], [-0.945, 2.220, -2.862], [-2.184, 2.793, -2.770], [-3.341, 2.004, -2.847], [-3.244, 0.648, -2.997], [-1.983, 0.029, -3.104], [-1.812, -1.365, -3.239], [-0.550, -1.880, -3.342], [0.540, -0.991, -3.328], [0.424, 0.298, -3.193], [-0.805, 0.826, -3.061], [-0.313, 0.867, -0.100], [-0.273, -0.499, 0.102], [-0.608, -0.948, 3.873], [1.078, 1.900, 4.095], [1.104, 1.332, 2.433], [1.865, -0.329, 4.891], [2.977, 0.302, 3.682], [2.308, -2.155, 3.334], [2.089, -1.098, 1.949], [0.213, -4.194, 1.154], [2.963, -1.064, -0.689], [2.883, 1.380, -1.058], [1.659, 3.540, -0.625], [-0.107, 3.489, -0.351], [-2.268, 3.861, -2.628], [-4.308, 2.479, -2.771], [-4.130, 0.031, -3.034], [-2.685, -2.003, -3.257], [-0.373, -2.940, -3.430], [1.550, -1.368, -3.428], [-1.241, 1.400, 0.051], [-1.171, -1.025, 0.391], [-1.643, -1.266, 3.759], [-0.289, -1.116, 4.904]], "atomic_forces_ev_per_a": [[-0.165, 0.158, -0.015], [0.141, -0.192, 0.122], [0.210, 0.275, 0.059], [-0.021, 0.031, -0.115], [0.278, -0.114, -0.070], [0.393, -0.233, -0.216], [-1.048, 0.059, 0.335], [0.527, -0.513, 0.359], [0.002, 0.078, 0.025], [0.133, 0.003, -0.198], [-0.049, 0.283, -0.251], [-0.058, -0.129, 0.104], [-0.063, 0.000, 0.199], [0.059, -0.140, 0.297], [-0.191, 0.185, -0.554], [-0.134, 0.133, 0.168], [0.363, 0.606, 0.028], [0.179, -0.060, -0.012], [-0.248, -0.224, 0.000], [-0.100, 0.140, 0.035], [0.414, 0.170, -0.024], [0.223, -0.137, -0.056], [-0.432, -0.053, 0.005], [-0.006, 0.066, -0.024], [0.412, -0.043, -0.189], [-0.730, -0.312, -0.174], [0.162, 0.146, 0.069], [0.097, -0.166, -0.095], [-0.509, -0.042, -0.044], [-0.080, 0.030, -0.051], [-0.020, 0.020, -0.038], [0.071, 0.017, 0.020], [-0.023, -0.037, 0.069], [-0.009, -0.035, -0.070], [0.011, -0.026, 0.154], [0.025, 0.241, -0.119], [0.096, -0.065, -0.040], [0.107, 0.059, -0.073], [-0.003, 0.027, 0.089], [0.105, -0.014, 0.095], [0.030, 0.082, 0.020], [-0.096, 0.001, 0.000], [-0.098, -0.040, -0.006], [-0.044, -0.075, -0.002], [0.003, -0.105, -0.002], [0.095, -0.141, 0.013], [-0.096, 0.078, -0.015], [-0.058, -0.042, 0.065], [0.088, 0.052, 0.030], [0.058, -0.005, 0.088]], "homo_ev": -8.523, "lumo_energy_ev": 0.154, "molar_mass_g_mol": 403.51, "energy_ha": -1601.9892, "e_above_lowest_kj_mol": 143.7}

***

[2]
{"formula": "C23H21N3O4S", "method": "ωB97M-V/def2-TZVPD", "species": ["C", "O", "C", "C", "C", "C", "N", "C", "C", "O", "C", "C", "C", "C", "C", "C", "C", "C", "C", "C", "N", "N", "C", "S", "C", "C", "C", "O", "O", "C", "C", "H", "H", "H", "H", "H", "H", "H", "H", "H", "H", "H", "H", "H", "H", "H", "H", "H", "H", "H", "H", "H"], "positions_angstrom": [[0.309, -2.106, -4.828], [1.341, -1.532, -4.059], [1.078, -1.186, -2.775], [2.130, -0.583, -2.080], [1.965, -0.168, -0.779], [0.739, -0.351, -0.150], [0.540, 0.111, 1.166], [0.642, 1.382, 1.673], [1.030, 2.602, 0.905], [0.754, 2.541, -0.473], [-0.519, 2.252, -0.881], [-1.616, 2.215, -0.057], [-2.872, 1.855, -0.570], [-3.028, 1.530, -1.886], [-1.926, 1.576, -2.766], [-2.046, 1.255, -4.133], [-0.963, 1.309, -4.966], [0.292, 1.689, -4.470], [0.443, 2.005, -3.149], [-0.654, 1.952, -2.267], [0.329, 1.387, 2.937], [0.018, 0.134, 3.302], [0.133, -0.622, 2.245], [-0.120, -2.334, 2.195], [-0.246, -2.614, 4.001], [-1.607, -2.218, 4.541], [0.917, -1.888, 4.661], [2.024, -1.828, 4.200], [0.590, -1.392, 5.849], [-0.302, -0.972, -0.821], [-0.137, -1.390, -2.129], [-0.550, -1.433, -4.903], [0.735, -2.264, -5.817], [-0.011, -3.068, -4.414], [3.068, -0.446, -2.592], [2.779, 0.301, -0.248], [2.115, 2.748, 0.964], [0.546, 3.466, 1.381], [-1.536, 2.450, 0.993], [-3.715, 1.831, 0.104], [-3.994, 1.240, -2.272], [-3.018, 0.968, -4.512], [-1.069, 1.064, -6.014], [1.138, 1.728, -5.140], [1.402, 2.302, -2.756], [-0.076, -3.690, 4.109], [-2.390, -2.735, 3.991], [-1.676, -2.482, 5.593], [-1.740, -1.144, 4.441], [1.334, -0.889, 6.217], [-1.251, -1.114, -0.326], [-0.967, -1.857, -2.632]], "atomic_forces_ev_per_a": [[-0.203, -0.098, -0.129], [0.245, 0.158, 0.208], [-0.001, -0.001, 0.201], [-0.049, -0.091, -0.122], [-0.167, -0.167, -0.009], [0.010, -0.349, -0.563], [-0.064, 0.167, 0.801], [-0.090, -0.101, 0.051], [0.254, 0.303, 0.256], [-0.272, 0.000, -0.307], [-0.260, 0.087, 0.096], [0.524, 0.213, 0.117], [-0.215, -0.140, -0.309], [-0.186, -0.012, 0.247], [0.312, 0.123, 0.135], [0.036, -0.043, -0.164], [-0.223, -0.050, -0.027], [0.164, 0.098, 0.125], [0.120, 0.061, -0.121], [-0.126, 0.029, 0.000], [0.306, 1.223, -0.383], [-0.330, -0.828, -0.045], [-0.054, 0.111, 0.008], [-0.051, -0.548, -0.003], [-0.090, 0.344, -0.378], [-0.074, -0.072, 0.047], [0.640, -0.277, -0.092], [0.094, -0.060, 0.106], [-0.343, 0.152, 0.684], [0.270, 0.160, 0.218], [0.080, -0.191, -0.350], [0.034, -0.046, 0.021], [-0.072, -0.014, 0.049], [0.009, 0.034, -0.001], [0.124, 0.029, -0.070], [0.084, 0.050, 0.065], [-0.193, 0.039, -0.014], [0.070, -0.149, -0.054], [0.058, 0.023, 0.085], [-0.083, -0.012, 0.028], [-0.108, -0.018, -0.031], [-0.084, -0.019, -0.042], [-0.044, -0.018, -0.069], [0.099, 0.012, -0.030], [0.096, 0.006, -0.011], [0.067, 0.115, -0.008], [-0.042, -0.037, -0.004], [-0.063, -0.014, 0.090], [-0.058, -0.013, 0.029], [0.045, -0.171, -0.273], [-0.125, 0.046, 0.046], [-0.072, -0.043, -0.100]], "homo_ev": -8.021, "lumo_energy_ev": 0.593, "molar_mass_g_mol": 435.50, "energy_ha": -1752.4826, "e_above_lowest_kj_mol": 98.7}

***

[3]
{"formula": "C23H21N3O8SSiSn", "method": "ωB97M-V/def2-TZVPD", "species": ["Sn", "O", "C", "C", "C", "N", "C", "C", "C", "O", "O", "C", "O", "O", "H", "H", "H", "C", "Si", "C", "C", "N", "C", "C", "C", "C", "C", "C", "H", "H", "H", "H", "H", "H", "H", "H", "H", "H", "H", "H", "H", "H", "O", "C", "N", "S", "O", "O", "C", "C", "C", "C", "C", "C", "H", "H", "H", "H"], "positions_angstrom": [[-0.115, 0.284, -0.250], [-2.040, 6.000, -2.479], [-1.619, 4.748, -2.132], [-0.273, 4.426, -2.060], [0.064, 3.138, -1.689], [-0.852, 2.226, -1.404], [-2.149, 2.527, -1.485], [-2.580, 3.786, -1.853], [-3.120, 1.393, -1.140], [-4.323, 1.619, -1.292], [-2.546, 0.343, -0.736], [1.506, 2.667, -1.612], [2.382, 3.449, -1.980], [1.636, 1.471, -1.212], [-1.262, 6.552, -2.604], [0.523, 5.126, -2.284], [-3.639, 3.990, -1.902], [2.774, -1.219, -3.258], [0.900, -1.035, -3.364], [0.256, -2.329, -4.581], [0.557, 0.611, -4.184], [0.049, -1.182, -1.864], [-0.217, -2.448, -1.318], [0.627, -3.555, -1.535], [0.360, -4.797, -0.986], [-0.753, -4.992, -0.176], [-1.591, -3.911, 0.056], [-1.344, -2.667, -0.508], [3.235, -0.809, -4.163], [3.095, -2.260, -3.161], [3.165, -0.660, -2.405], [0.772, -2.215, -5.541], [-0.814, -2.185, -4.747], [0.406, -3.351, -4.231], [0.888, 0.546, -5.226], [1.085, 1.434, -3.709], [-0.514, 0.831, -4.182], [1.527, -3.428, -2.124], [1.045, -5.616, -1.179], [-0.954, -5.960, 0.267], [-2.470, -4.028, 0.681], [-2.053, -1.865, -0.355], [0.689, -1.063, 2.714], [0.641, -0.095, 3.459], [0.643, 1.210, 3.132], [0.665, 2.168, 4.403], [-0.507, 3.015, 4.491], [1.930, 2.851, 4.578], [0.541, 0.894, 5.643], [0.454, 0.966, 7.021], [0.374, -0.233, 7.721], [0.384, -1.455, 7.048], [0.473, -1.502, 5.662], [0.549, -0.305, 4.971], [0.444, 1.920, 7.534], [0.302, -0.222, 8.802], [0.318, -2.374, 7.619], [0.478, -2.432, 5.107]], "atomic_forces_ev_per_a": [[-0.268, 0.184, -0.127], [-0.007, 0.006, -0.006], [-0.042, 0.035, -0.008], [0.038, -0.049, -0.021], [-0.072, 0.151, -0.014], [-0.160, -0.077, 0.016], [0.049, -0.016, 0.013], [-0.015, -0.020, -0.008], [0.021, -0.097, 0.046], [0.017, 0.016, -0.014], [-0.009, -0.018, 0.027], [0.279, 0.122, -0.134], [-0.048, -0.029, 0.052], [0.122, -0.272, 0.078], [0.011, 0.007, -0.004], [-0.008, 0.002, 0.008], [0.007, 0.002, -0.009], [0.049, 0.020, -0.029], [-0.191, -0.013, 0.275], [0.068, -0.029, -0.058], [-0.138, 0.014, -0.080], [0.137, -0.228, 0.097], [0.149, 0.154, -0.331], [0.018, -0.060, 0.111], [-0.021, 0.032, 0.000], [0.056, -0.024, -0.030], [-0.062, 0.111, -0.001], [-0.042, -0.121, -0.011], [0.013, -0.026, 0.006], [-0.008, 0.008, -0.002], [-0.068, 0.027, -0.021], [-0.028, -0.021, -0.002], [0.014, 0.012, 0.006], [-0.014, 0.018, -0.031], [-0.006, 0.048, 0.026], [0.048, 0.022, -0.039], [0.035, 0.001, 0.017], [0.000, 0.034, 0.012], [-0.009, -0.016, 0.010], [-0.006, 0.008, 0.002], [0.011, -0.024, 0.005], [0.002, 0.096, -0.009], [0.054, -0.069, -0.136], [-0.073, -0.133, 0.407], [0.147, 0.122, -0.089], [-0.130, 0.226, 0.093], [0.053, -0.064, -0.030], [-0.014, -0.057, -0.006], [0.035, 0.000, 0.069], [0.003, -0.010, -0.014], [-0.001, -0.040, 0.006], [-0.002, 0.013, 0.034], [-0.001, 0.027, -0.057], [-0.003, 0.001, -0.089], [0.006, -0.006, -0.017], [0.000, 0.011, -0.008], [0.002, 0.001, -0.016], [0.003, -0.010, 0.033]], "charge": -2, "homo_ev": -2.531, "lumo_energy_ev": 4.161, "molar_mass_g_mol": 646.30, "energy_ha": -2557.4951, "e_above_lowest_kj_mol": 6.4}

***

[4]
{"formula": "C23H22N2O3", "method": "ωB97M-V/def2-TZVPD", "species": ["C", "C", "C", "C", "C", "C", "C", "N", "C", "O", "C", "C", "C", "C", "C", "N", "C", "O", "C", "C", "C", "C", "C", "C", "C", "C", "O", "C", "H", "H", "H", "H", "H", "H", "H", "H", "H", "H", "H", "H", "H", "H", "H", "H", "H", "H", "H", "H", "H", "H"], "positions_angstrom": [[5.237, 0.788, -1.504], [5.160, -0.499, -0.749], [6.265, -1.340, -0.680], [6.211, -2.562, -0.037], [5.029, -2.979, 0.549], [3.921, -2.156, 0.505], [3.984, -0.914, -0.119], [2.810, -0.127, -0.135], [2.706, 1.158, 0.300], [3.652, 1.821, 0.676], [1.324, 1.734, 0.255], [1.227, 3.123, 0.210], [-0.007, 3.742, 0.192], [-1.167, 2.988, 0.239], [-1.077, 1.603, 0.289], [-2.261, 0.820, 0.347], [-2.400, -0.296, 1.161], [-1.543, -0.740, 1.878], [-3.794, -0.848, 0.965], [-3.767, -2.217, 0.260], [-5.209, -2.733, 0.200], [-5.872, -1.805, -0.841], [-4.729, -0.871, -1.255], [-3.526, -1.813, -1.195], [-4.448, 0.070, -0.069], [-3.394, 1.100, -0.408], [-3.486, 1.991, -1.209], [0.160, 0.973, 0.290], [4.361, 0.912, -2.139], [6.132, 0.819, -2.119], [5.255, 1.626, -0.807], [7.184, -1.028, -1.155], [7.086, -3.193, -0.003], [4.969, -3.938, 1.042], [2.994, -2.468, 0.968], [1.954, -0.654, -0.226], [2.140, 3.698, 0.195], [-0.073, 4.818, 0.154], [-2.132, 3.467, 0.235], [-4.299, -0.902, 1.931], [-3.057, -2.911, 0.704], [-5.699, -2.685, 1.171], [-5.224, -3.771, -0.132], [-6.717, -1.255, -0.429], [-6.229, -2.370, -1.702], [-4.892, -0.341, -2.191], [-3.614, -2.651, -1.884], [-2.572, -1.314, -1.362], [-5.354, 0.579, 0.264], [0.187, -0.103, 0.363]], "atomic_forces_ev_per_a": [[0.071, 0.143, 0.078], [-0.102, 0.039, 0.004], [-0.035, -0.039, 0.055], [0.046, -0.061, 0.022], [0.003, -0.075, -0.024], [-0.018, 0.106, -0.016], [0.364, -0.199, 0.130], [-0.288, -0.316, -0.147], [-0.025, 0.051, 0.075], [-0.005, -0.005, 0.047], [-0.271, 0.331, 0.049], [0.127, -0.128, 0.006], [-0.010, -0.050, 0.010], [-0.025, -0.126, 0.050], [0.261, 0.191, -0.039], [0.365, 0.294, 0.046], [-0.314, -0.158, 0.159], [0.082, -0.092, 0.077], [0.039, -0.253, 0.179], [0.148, -0.200, 0.195], [0.039, -0.115, 0.130], [-0.109, 0.095, -0.104], [-0.112, 0.190, -0.236], [0.027, 0.001, -0.016], [-0.224, 0.110, -0.194], [-0.320, -0.159, -0.052], [-0.050, 0.088, -0.083], [0.067, 0.079, -0.060], [-0.039, 0.057, -0.070], [0.020, -0.032, -0.093], [0.021, 0.017, -0.109], [0.071, 0.047, -0.060], [0.076, -0.050, 0.001], [-0.009, -0.073, 0.041], [-0.077, 0.001, 0.079], [0.101, 0.186, -0.079], [0.063, 0.034, 0.017], [-0.002, 0.087, -0.012], [-0.061, 0.015, -0.013], [0.060, 0.043, -0.006], [0.013, 0.011, 0.014], [-0.007, -0.055, 0.060], [-0.012, -0.028, 0.030], [-0.070, 0.029, -0.035], [-0.038, 0.012, -0.014], [0.004, 0.020, 0.001], [0.019, -0.054, -0.060], [0.096, 0.005, -0.055], [0.058, 0.031, 0.004], [-0.017, -0.045, 0.015]], "homo_ev": -8.710, "lumo_energy_ev": 0.523, "molar_mass_g_mol": 374.44, "energy_ha": -1224.9677, "e_above_lowest_kj_mol": 0.0}

***

[5]
{"formula": "C23H22N2O3", "method": "ωB97M-V/def2-TZVPD", "species": ["C", "O", "C", "O", "C", "C", "N", "C", "C", "C", "C", "O", "C", "C", "C", "N", "C", "C", "C", "C", "C", "C", "C", "C", "C", "C", "C", "C", "H", "H", "H", "H", "H", "H", "H", "H", "H", "H", "H", "H", "H", "H", "H", "H", "H", "H", "H", "H", "H", "H"], "positions_angstrom": [[4.708, 2.255, 3.721], [3.755, 1.907, 2.727], [3.262, 0.655, 2.673], [3.574, -0.270, 3.425], [2.237, 0.471, 1.545], [0.953, -0.171, 2.129], [-0.162, 0.141, 1.247], [-1.384, -0.545, 1.656], [-2.565, -0.309, 0.713], [-3.711, -1.094, 0.876], [-4.810, -0.931, 0.040], [-5.916, -1.711, 0.220], [-4.783, 0.021, -0.977], [-3.647, 0.818, -1.157], [-3.609, 1.812, -2.223], [-3.581, 2.599, -3.071], [-2.545, 0.652, -0.311], [2.891, -0.288, 0.340], [1.918, -0.960, -0.635], [1.715, -2.339, -0.559], [0.809, -2.976, -1.396], [0.082, -2.251, -2.333], [0.256, -0.851, -2.450], [-0.487, -0.101, -3.396], [-0.315, 1.275, -3.496], [0.583, 1.935, -2.668], [1.330, 1.228, -1.730], [1.189, -0.183, -1.594], [4.989, 3.303, 3.618], [4.300, 2.110, 4.723], [5.611, 1.650, 3.628], [1.976, 1.477, 1.216], [1.093, -1.250, 2.229], [0.733, 0.224, 3.125], [0.096, -0.178, 0.314], [-1.224, -1.622, 1.751], [-1.677, -0.165, 2.637], [-3.759, -1.840, 1.655], [-6.621, -1.499, -0.393], [-5.640, 0.141, -1.624], [-1.665, 1.268, -0.448], [3.550, 0.374, -0.223], [3.564, -1.068, 0.707], [2.258, -2.927, 0.168], [0.666, -4.044, -1.315], [-0.624, -2.754, -2.979], [-1.194, -0.605, -4.039], [-0.893, 1.840, -4.216], [0.699, 3.006, -2.754], [2.015, 1.769, -1.096]], "atomic_forces_ev_per_a": [[0.460, -0.356, 0.683], [-0.395, -0.041, -0.422], [0.280, -1.851, 0.753], [-0.233, 1.994, -1.090], [0.301, 0.419, 0.301], [0.316, 0.161, -0.492], [-0.393, -0.122, -0.113], [-0.178, 0.557, -0.479], [-0.143, 0.040, -0.387], [0.046, 0.186, -0.187], [-0.153, 0.403, -0.456], [0.418, -0.324, 0.589], [0.302, 0.212, -0.055], [0.007, -0.201, 0.222], [0.000, 0.201, -0.221], [-0.023, -0.713, 0.751], [0.197, -0.147, 0.213], [-0.181, -0.506, -0.069], [0.193, -0.409, 0.389], [0.436, 1.497, 0.218], [-1.082, 0.284, -1.209], [0.637, -0.507, 0.849], [0.077, 0.102, 0.041], [0.327, 1.142, 0.120], [-0.646, -1.373, -0.400], [0.989, -0.362, 1.135], [-0.595, 0.171, -0.636], [0.004, -0.118, -0.285], [-0.328, -0.103, -0.350], [-0.056, -0.104, -0.089], [-0.108, -0.087, -0.037], [-0.171, -0.010, -0.069], [0.141, -0.210, 0.127], [0.142, 0.037, -0.059], [-0.330, 0.132, 0.275], [-0.078, -0.253, 0.061], [0.071, -0.050, 0.132], [0.006, -0.118, 0.095], [0.059, 0.223, -0.207], [-0.063, 0.037, -0.084], [-0.001, -0.011, 0.002], [-0.116, 0.284, 0.104], [-0.216, -0.033, 0.242], [0.127, 0.070, 0.094], [-0.026, -0.063, -0.024], [-0.063, -0.005, -0.063], [-0.044, -0.084, -0.034], [-0.044, -0.032, 0.001], [0.049, 0.043, 0.042], [0.084, 0.000, 0.078]], "homo_ev": -8.210, "lumo_energy_ev": 0.222, "molar_mass_g_mol": 374.44, "energy_ha": -1224.8916, "e_above_lowest_kj_mol": 199.7}